# C3H3P

A cluster of 2 separate species, C3H3P in total at a distorted geometry (wB97M-V/def2-TZVPD, OMol25).

The total energy is -12440.82559 eV. As for the orbital gap (spin up / spin down): 8.01 / 7.58 eV. As for the multiplicity: 1.

Element x y z (Å)
C (0.2684, -2.1314, -0.6742)
C (0.3854, -0.9190, -0.7759)
C (0.4387, 0.4066, -0.7571)
P (0.5500, 1.8170, -1.5713)
H (0.1580, -3.1747, -0.6576)
H (-1.0456, 0.4895, 1.6352)
H (0.1416, 2.6980, -0.5580)



# C3H10N2O

A cluster of 2 separate species, C3H10N2O in total at a distorted geometry (wB97M-V/def2-TZVPD, OMol25).

The total energy is -8299.35196 eV. As for the orbital gap: 8.49 eV. As for the multiplicity: 1.

Element x y z (Å)
C (-0.6472, 2.1398, -0.3445)
C (0.1485, 0.8128, -0.0736)
C (0.1802, -0.2712, -0.9534)
N (1.1650, -1.3155, -0.9915)
N (0.8269, 0.7405, 1.1938)
H (-1.5870, 2.0469, -0.9024)
H (0.1041, 2.8480, -0.6821)
H (-1.0103, 2.4120, 0.5924)
H (-0.4529, -0.2290, -1.9249)
H (1.3731, -1.4180, 0.0069)
H (0.8813, -2.2949, -1.1507)
H (1.7402, 0.6639, 1.1254)
H (0.7008, 1.6422, 1.7213)
H (-0.7593, -1.9283, 0.7111)
H (-1.8145, -2.9395, 0.9655)
O (-0.8488, -2.9098, 0.7067)



# C6H11N2S

A cluster of 2 separate species, C6H11N2S in total at a distorted geometry (wB97M-V/def2-TZVPD, OMol25).

The total energy is -20207.49415 eV. The charge is +1. As for the orbital gap: 8.24 eV. As for the multiplicity: 1.

Element x y z (Å)
C (1.8924, -0.3696, -0.6240)
C (1.4116, 0.9448, -0.8592)
C (1.1928, -1.2544, 0.0564)
C (0.3039, 1.3687, -0.2655)
C (-0.0031, -0.9101, 0.7600)
C (-0.5192, 0.4735, 0.4402)
N (-1.6264, 0.9054, 1.0529)
N (-1.6438, -0.3494, -1.3644)
S (0.3260, -0.8856, 2.6115)
H (2.8491, -0.6751, -1.0752)
H (1.8830, 1.7585, -1.5197)
H (1.8567, -2.1599, 0.2774)
H (0.0788, 2.4081, -0.4591)
H (-0.6885, -1.6526, 0.6480)
H (-1.6718, 1.8859, 1.2144)
H (-2.0310, 0.5338, 1.8497)
H (-2.2604, -0.9924, -1.8745)
H (-2.1423, 0.4946, -1.3091)
H (-0.7944, -0.3007, -1.9190)
H (1.5869, -1.2235, 2.3594)



# CH2O4

A cluster of 2 separate species, CH2O4 in total at a distorted geometry (wB97M-V/def2-TZVPD, OMol25).

The total energy is -9251.27802 eV. The expectation value of S² is 2.02. As for the orbital gap (spin up / spin down): 8.23 / 9.22 eV. As for the multiplicity: 3.

Element x y z (Å)
C (1.0964, 0.0352, 0.1396)
O (1.7058, -0.9165, 0.8586)
O (1.3813, -1.0279, -0.5446)
O (0.8708, 1.1627, 0.1453)
O (-1.3962, 0.1236, 0.0202)
H (-1.7416, 1.0936, -0.2047)
H (-1.9166, -0.4707, -0.4144)



Computed energy above the lowest of the compared OMol25 structures with the same formula, charge and spin, in the same sequence as the records: 96.0; 49.6; 61.3; 71.5 kcal/mol.